Entry 1:
# C32H40N4O9P2SSc

C32H40N4O9P2SSc as an isolated structure (wB97M-V/def2-TZVPD, the OMol25 dataset).

Net charge: -1
Energy: -3981.83716 a.u.
Energy above the lowest of the compared OMol25 structures with the same formula, charge and spin: 0.0 kJ/mol
Strongest force on any atom: 0.0084 hartree/bohr
LUMO level: 0.09037 hartree
HOMO energy: -4.30 eV
Frontier orbital gap: 0.248 Eh

Last column: Mulliken charge in e.
CARTESIAN COORDINATES (ANGSTROEM)
Sc (1.20431, 0.17828, -0.35785)  0.83
S (2.34468, 0.37440, 1.99699)  -0.42
P (-0.77958, -2.70586, 0.31475)  0.24
P (-0.72224, -1.61023, -2.51490)  1.16
O (-2.27535, -1.51501, -2.95823)  -0.71
O (0.14716, -1.95340, -3.67226)  -0.94
O (0.27346, -1.66333, 0.56815)  -0.32
O (2.61578, -1.27727, -0.62632)  -0.04
O (-4.11324, -0.62716, 5.41797)  -0.73
O (-0.48393, -0.39650, -1.65035)  -0.34
O (-2.19684, -2.49617, 0.70325)  -0.81
O (2.76386, -3.43689, -0.19234)  -0.94
O (-0.25954, -4.10985, 0.96158)  -0.61
N (-4.79146, 0.54638, 3.60207)  -0.13
N (-2.50673, 0.07359, 3.98975)  -0.05
N (-0.48173, 1.21156, 1.16418)  1.64
N (0.68410, -3.74336, -1.74351)  0.03
C (-0.88907, 2.47807, 1.06884)  -0.25
C (-2.33470, 2.27506, 2.94924)  -0.18
C (4.54248, -0.63156, 3.18988)  -1.10
C (5.70457, -2.66853, 2.66094)  -0.60
C (-4.09159, -0.21226, 1.38662)  -0.73
C (-1.00012, 0.46477, 2.13880)  -1.09
C (1.02407, 2.42652, -1.77738)  1.52
C (3.07055, 1.62147, -1.15087)  0.85
C (-5.20604, 2.04782, 0.24404)  -0.88
C (-0.66753, -3.13640, -1.46446)  0.95
C (4.82648, -2.86178, 1.61263)  -0.90
C (3.81677, -1.94331, 1.32037)  0.19
C (-4.47385, 1.17686, -0.55493)  1.00
C (2.99203, -2.24848, 0.10779)  0.51
C (4.41157, 1.50077, -0.49637)  -1.79
C (-5.33618, 1.82683, 1.60948)  -0.44
C (-1.94909, 0.94759, 3.03204)  -0.41
C (-3.81946, -0.04686, 4.38569)  0.18
C (-4.75632, 0.70662, 2.18730)  -0.02
C (1.41383, 1.44111, -2.70999)  0.70
C (-0.17151, 3.30802, -2.00367)  -2.04
C (0.67467, 1.16325, -3.97994)  -1.52
C (2.19643, 3.58198, 0.26748)  -1.90
C (-4.24043, 1.44901, -2.01728)  -1.26
C (2.05924, 2.55125, -0.81634)  1.08
C (3.63834, -0.80262, 2.12555)  0.89
C (-1.74044, -4.13656, -1.87862)  -2.07
C (-3.93246, 0.03877, 0.03773)  0.33
C (5.55431, -1.53269, 3.45113)  -0.59
C (-1.79846, 3.04975, 1.93845)  -1.55
C (2.66723, 0.93563, -2.32685)  0.05
C (3.51290, -0.02498, -3.10308)  -1.57
H (4.41619, 0.24109, 3.81856)  0.47
H (4.72023, 0.45644, -0.41275)  0.29
H (-1.61504, -5.06906, -1.32097)  0.54
H (-0.40135, 1.07975, -3.81290)  0.13
H (6.48960, -3.38651, 2.86196)  0.38
H (-0.64657, -0.55460, 2.20003)  0.69
H (-0.17784, 3.66724, -3.03682)  0.40
H (-2.62528, -0.66452, -2.66639)  0.12
H (-5.69688, 0.46260, 4.03637)  0.25
H (4.39671, 1.90995, 0.51358)  0.39
H (1.33574, 4.25200, 0.30905)  0.43
H (-0.45475, 3.05559, 0.27342)  -0.04
H (5.17767, 2.03038, -1.07474)  0.31
H (-5.84837, 2.54802, 2.23596)  0.40
H (3.07720, 4.20596, 0.08888)  0.42
H (-0.94514, -4.42942, 1.55908)  0.36
H (6.22792, -1.35277, 4.28146)  0.36
H (-3.35424, -0.67264, -0.53947)  -0.02
H (4.90325, -3.73931, 0.98336)  0.41
H (2.31709, 3.12331, 1.25250)  0.21
H (2.90181, -0.66115, -3.74534)  0.37
H (4.07960, -0.67455, -2.43695)  0.21
H (-4.67633, 2.39981, -2.32443)  0.36
H (-2.72331, -3.73265, -1.65340)  0.28
H (-5.64485, 2.93685, -0.19515)  0.31
H (-2.07629, 4.08821, 1.82092)  0.45
H (-3.16818, 1.50039, -2.23017)  -0.01
H (0.92834, -3.44956, -2.70464)  0.52
H (0.62421, -4.75746, -1.69482)  0.43
H (4.22527, 0.51253, -3.73827)  0.32
H (-1.68564, -4.34625, -2.94985)  0.49
H (0.82879, 1.98588, -4.68905)  0.39
H (-3.05619, 2.67497, 3.64973)  0.47
H (1.00001, 0.23858, -4.45002)  0.51
H (-4.67614, 0.66556, -2.64217)  0.37
H (1.50822, -3.47264, -1.08641)  0.02
H (-3.63656, -1.10017, 1.80464)  0.81
H (-1.12232, 2.78837, -1.84247)  0.12
H (-1.88792, -0.54785, 4.48520)  0.26
H (-0.15958, 4.19338, -1.36469)  0.56

Entry 2:
# C32H40N4O9P2SSc

C32H40N4O9P2SSc as an isolated structure at a distorted geometry (wB97M-V/def2-TZVPD, the OMol25 dataset).

Net charge: -1
Energy: -3981.78449 a.u.
Energy above the lowest of the compared OMol25 structures with the same formula, charge and spin: 138.3 kJ/mol
Strongest force on any atom: 0.0202 hartree/bohr
LUMO level: 0.08439 hartree
HOMO energy: -4.06 eV
Frontier orbital gap: 0.233 Eh

Last column: Mulliken charge in e.
CARTESIAN COORDINATES (ANGSTROEM)
Sc (1.49667, -0.79116, -0.12241)  0.14
S (0.49643, -3.11822, -0.88271)  -0.11
P (0.98414, 2.76465, -0.50642)  1.77
P (2.33788, 0.99117, -2.40751)  0.96
O (-5.31673, 2.06824, -3.03048)  -0.72
O (3.42544, 1.08159, -1.37355)  -0.99
O (-0.54846, 3.23215, -0.76822)  -0.55
O (1.77668, 3.86333, 0.11673)  -1.05
O (1.22694, -0.01081, -2.21860)  -0.85
O (2.92905, 0.94013, -3.89126)  -0.61
O (3.09315, -1.74923, -1.00446)  -0.18
O (0.91753, 1.38714, 0.07506)  0.49
O (4.03629, -1.40165, -2.99953)  -0.96
N (-3.51390, 1.09647, -2.05266)  0.06
N (-5.34366, 1.80469, -0.77728)  -0.10
N (-1.01984, -0.72474, -0.08685)  1.44
N (2.89683, 3.54215, -2.17404)  -0.06
C (2.53605, -0.38255, 2.12224)  0.56
C (1.07217, -2.12309, 2.41048)  1.40
C (-4.54935, 1.71960, 2.83339)  -0.78
C (0.41879, -0.92417, 2.77575)  0.28
C (3.49130, -2.78583, 1.77291)  -1.70
C (-5.17907, 1.48689, 1.61842)  -0.44
C (0.90067, -4.95314, -2.80551)  -1.08
C (1.02389, 1.57064, 2.92686)  -0.84
C (2.67202, -5.03947, -4.42932)  -0.64
C (2.61002, -3.27053, -2.76483)  0.26
C (-4.75577, 1.67951, -2.02043)  0.16
C (3.29886, -2.04453, -2.23865)  0.22
C (-3.76325, -0.82448, -0.52844)  -0.53
C (-3.40346, 2.50284, 2.91106)  0.66
C (2.38689, -1.79788, 2.00887)  0.51
C (3.19903, -3.89322, -3.86819)  -0.67
C (1.64212, 2.68903, -2.27107)  -0.41
C (1.31886, 0.13984, 2.60149)  0.36
C (-1.61814, 0.14551, -0.89697)  -1.08
C (1.50636, -5.56916, -3.88189)  -0.56
C (0.71075, 3.17702, -3.36026)  -1.73
C (1.42742, -3.79121, -2.20968)  1.04
C (-4.68107, 2.04892, 0.45334)  0.40
C (-3.55582, 2.86288, 0.51799)  -0.63
C (3.80371, 0.39545, 1.88814)  -1.98
C (-1.77543, -1.65113, 0.49931)  -0.06
C (0.56307, -3.52492, 2.57106)  -1.74
C (-2.98210, 0.14157, -1.14454)  0.03
C (-2.92369, 3.07462, 1.73191)  -0.48
C (-3.14458, -1.72753, 0.31330)  -1.52
C (-0.96140, -0.75283, 3.33797)  -0.77
C (-2.69607, 2.72877, 4.21961)  -1.38
H (-0.02721, 1.80540, 2.72990)  -0.34
H (-4.82918, -0.86422, -0.71317)  0.52
H (-0.97789, 0.86361, -1.38817)  0.41
H (-3.25944, 2.30019, 5.04824)  0.36
H (1.21386, 3.17103, -4.33040)  0.48
H (-1.10847, 2.89954, -0.05174)  -0.05
H (3.59236, 2.86856, -1.75967)  0.28
H (2.72419, 4.27266, -1.46324)  0.41
H (3.13513, -3.64401, 1.19814)  0.32
H (-3.19216, 3.33151, -0.38894)  0.69
H (1.62629, 2.25730, 2.33505)  0.44
H (-3.07524, 1.15575, -2.95810)  0.25
H (-4.94570, 1.26446, 3.73375)  0.29
H (-1.47223, -1.70823, 3.47234)  0.30
H (-0.92509, -0.26888, 4.32003)  0.39
H (-0.01648, -5.35710, -2.39437)  0.45
H (-6.05003, 0.84377, 1.56686)  0.39
H (1.06224, -6.46495, -4.30214)  0.36
H (-2.04900, 3.71536, 1.78391)  0.58
H (3.58260, 1.43281, 1.62893)  0.25
H (4.09559, -3.43810, -4.26880)  0.44
H (-1.25696, -2.35848, 1.12910)  0.29
H (3.89620, -3.15741, 2.72254)  0.35
H (-0.13822, 2.49862, -3.42673)  0.24
H (-0.47798, -3.54344, 2.90463)  0.34
H (0.32254, 4.17496, -3.14902)  0.40
H (3.15340, -5.51130, -5.27688)  0.37
H (0.62621, -4.08288, 1.63336)  0.19
H (1.14744, -4.06907, 3.32048)  0.46
H (4.30821, -2.34005, 1.20674)  0.30
H (4.38328, -0.01953, 1.06178)  0.36
H (-1.70797, 2.26633, 4.21071)  0.20
H (-1.59707, -0.12860, 2.69910)  -0.10
H (-2.55897, 3.79420, 4.41299)  0.41
H (-6.31241, 2.07342, -0.83833)  0.26
H (-3.70930, -2.50367, 0.81167)  0.52
H (4.44556, 0.40348, 2.77678)  0.33
H (3.47230, 0.11085, -3.89599)  0.56
H (1.21776, 1.78775, 3.98442)  0.41
H (3.21459, 3.88505, -3.07587)  0.32